# 1
{"formula": "C26H32ClLuO4", "method": "wB97M-V/def2-TZVPD", "spin_multiplicity": 1, "homo_lumo_gap_ev": 7.17, "max_force_ev_per_a": 4.3, "symbols": ["C", "H", "H", "Cl", "H", "O", "H", "H", "C", "C", "C", "C", "C", "H", "C", "H", "O", "H", "H", "C", "H", "H", "H", "H", "Lu", "C", "C", "C", "C", "H", "C", "C", "C", "O", "C", "H", "H", "H", "H", "C", "H", "C", "H", "C", "H", "H", "H", "O", "H", "C", "H", "C", "H", "C", "C", "H", "H", "H", "H", "C", "H", "H", "C", "C"], "coordinates": [[1.460, 2.662, 1.268], [2.463, -1.260, 1.656], [-1.857, 3.185, 1.452], [-8.417, 2.158, 0.477], [0.102, 2.106, 2.965], [-1.985, 1.703, -1.200], [3.870, -3.598, 0.821], [4.462, -1.153, 0.532], [-0.128, -1.285, 3.362], [-0.487, -1.409, 1.891], [1.806, -3.125, 0.207], [-4.145, 1.132, -0.412], [-0.437, -0.261, -2.941], [1.056, -1.778, -2.360], [-0.218, 3.545, -0.046], [2.454, 2.437, 1.659], [-2.187, -0.317, -0.339], [-0.807, -0.577, 3.851], [1.314, 2.601, -2.648], [-6.776, 1.777, 0.176], [-6.246, 3.806, -0.355], [-0.240, -2.244, 3.888], [2.171, 0.498, 1.828], [-3.834, 3.217, -0.860], [-0.101, 0.529, -0.702], [-6.328, 0.462, 0.369], [1.678, 0.411, -2.283], [3.429, -2.681, -2.383], [3.214, -3.634, -0.054], [-7.003, -0.299, 0.757], [0.223, 2.501, 1.958], [-5.889, 2.782, -0.260], [-4.562, 2.466, -0.548], [0.522, -0.628, 1.181], [1.295, -0.688, 3.421], [2.009, -1.302, 3.977], [3.216, -1.807, -3.005], [2.756, -3.497, -2.643], [4.445, -3.017, -2.623], [1.743, -0.501, 1.992], [-0.485, -2.435, 1.498], [0.948, 1.572, -2.657], [1.292, 0.299, 3.909], [-2.736, 0.806, -0.684], [-0.731, 4.105, -0.827], [-4.606, -0.856, 0.221], [1.568, -2.998, 1.273], [2.054, -1.817, -0.480], [0.982, -3.650, -0.308], [-4.999, 0.146, 0.064], [-1.096, 1.821, -3.511], [3.367, -2.349, -0.906], [1.921, 3.508, -0.748], [4.503, -1.418, -0.527], [-0.816, 3.067, 1.156], [-1.461, -0.954, 1.672], [4.444, -0.502, -1.132], [3.294, -4.562, -0.629], [-1.296, -0.898, -3.165], [0.817, -0.730, -2.478], [2.703, 0.417, -1.924], [5.459, -1.915, -0.768], [1.179, 3.262, 0.005], [-0.345, 1.162, -3.078]], "atomic_forces_ev_per_a": [[-0.56, -0.33, -0.32], [-0.34, 0.31, 0.16], [0.26, -0.12, -0.14], [-0.45, 0.16, 0.13], [-0.01, 0.09, -0.22], [-1.57, -1.17, 0.75], [-0.19, -0.35, -0.09], [0.11, -0.02, -0.11], [-0.18, 0.05, 0.64], [0.00, 0.45, -0.13], [-0.55, 0.79, -0.15], [-0.11, 0.15, 0.15], [0.47, 0.41, -0.94], [-0.11, 0.45, 0.06], [0.35, -0.37, 0.31], [-0.33, 0.08, -0.19], [-0.73, 0.67, -0.19], [0.04, -0.23, -0.15], [-0.22, -0.55, 0.04], [1.38, -0.34, -0.27], [0.04, -0.26, 0.01], [0.21, 0.27, -0.18], [-0.37, -0.51, -0.20], [-0.33, -0.24, 0.06], [-0.78, 2.78, 3.17], [0.21, 0.23, -0.15], [-0.14, -0.54, -0.73], [0.22, 0.19, -0.28], [0.07, 0.75, -0.37], [0.11, 0.24, -0.16], [-0.05, 0.42, -0.43], [-0.04, -0.18, 0.07], [-0.49, -0.48, 0.15], [0.04, -0.08, 0.62], [0.14, 0.31, 0.54], [-0.17, -0.06, -0.09], [0.00, -0.16, 0.06], [-0.18, 0.09, -0.06], [-0.15, 0.01, 0.06], [-0.08, -0.18, -0.47], [0.06, 0.22, 0.20], [-0.20, -0.33, -1.06], [-0.19, -0.42, -0.05], [1.94, 0.51, -0.34], [0.15, -0.35, 0.12], [-0.14, 0.16, -0.09], [-0.08, 0.01, -0.45], [1.17, -2.42, 0.97], [0.35, 0.09, 0.25], [-0.56, 0.26, 0.19], [0.14, -0.27, 0.51], [0.43, -0.18, -0.25], [-0.15, 0.11, 0.22], [0.00, -0.03, -0.24], [0.94, -0.23, -0.03], [0.34, -0.21, -0.03], [0.08, -0.15, 0.23], [0.12, 0.16, 0.35], [0.31, 0.37, 0.07], [0.20, 0.36, -1.23], [-0.32, -0.10, -0.03], [-0.30, 0.23, 0.25], [-0.51, -0.17, 0.45], [0.67, -0.32, -0.96]]}

***

# 2
{"formula": "C12H8Cl2N4", "method": "wB97M-V/def2-TZVPD", "smiles": "Cn1cc2ccccc2c1-c1nc(Cl)nc(Cl)n1", "spin_multiplicity": 1, "homo_lumo_gap_ev": 7.22, "max_force_ev_per_a": 2.7, "symbols": ["H", "N", "N", "C", "H", "C", "H", "C", "Cl", "H", "C", "H", "C", "N", "C", "N", "Cl", "C", "C", "C", "C", "H", "H", "H", "C", "C"], "coordinates": [[3.446, 2.719, 2.700], [-0.221, -0.487, -1.474], [0.316, 0.058, 2.115], [2.740, 2.921, -0.649], [-0.346, -1.908, 2.380], [1.916, 1.570, 1.687], [1.634, 0.860, 3.731], [3.376, 3.214, 0.572], [-4.029, -2.173, -0.156], [3.064, 3.463, -1.542], [-2.519, -1.504, -0.726], [-0.220, -1.029, 3.840], [-0.511, -0.942, 2.816], [-1.786, -0.846, 0.178], [0.275, 0.349, 0.732], [-2.173, -1.625, -2.002], [-0.462, -1.286, -3.970], [1.266, 1.309, 0.497], [1.641, 2.007, -0.686], [2.971, 2.536, 1.747], [-0.629, -0.340, -0.218], [1.104, 1.816, -1.592], [-1.587, -0.628, 2.799], [4.167, 3.977, 0.613], [1.365, 0.813, 2.692], [-1.041, -1.088, -2.326]], "atomic_forces_ev_per_a": [[0.09, 0.17, 0.01], [0.68, 0.52, -1.50], [1.50, 1.20, 0.22], [-2.23, -1.28, -0.25], [-0.28, -0.42, -0.43], [1.74, 1.43, 0.84], [-0.35, -0.51, 0.19], [-0.26, -0.92, 2.15], [0.76, 0.22, -0.49], [-0.31, -0.35, 0.20], [1.26, 1.16, 0.51], [0.48, 0.30, 0.68], [-0.80, 1.15, -0.39], [-1.82, -0.93, 0.58], [-0.87, -0.93, 0.81], [-2.09, -1.04, 0.06], [-0.39, 0.18, 0.71], [-0.49, 0.00, -2.21], [2.05, 1.30, 0.27], [0.33, 0.65, -1.56], [0.77, 0.09, 0.19], [-0.03, -0.05, -0.41], [1.03, -0.51, -0.23], [-0.40, -0.53, 0.03], [-2.14, -1.39, -0.80], [1.74, 0.48, 0.82]]}

***

# 3
{"formula": "C10H21NOP", "method": "wB97M-V/def2-TZVPD", "total_charge": 1, "spin_multiplicity": 1, "homo_lumo_gap_ev": [8.05, 7.66], "max_force_ev_per_a": 4.7, "symbols": ["C", "H", "C", "H", "H", "H", "H", "C", "H", "N", "H", "H", "C", "C", "H", "H", "H", "P", "H", "H", "H", "O", "C", "H", "H", "H", "H", "H", "C", "C", "C", "C", "H", "H"], "coordinates": [[-0.911, -0.960, 0.524], [1.339, 3.649, -1.957], [1.598, 2.556, -2.133], [0.702, 0.693, -2.493], [-2.415, -1.164, -0.975], [1.083, -0.124, -0.155], [-2.377, -2.661, 2.020], [-0.831, -2.414, 0.551], [0.864, 0.771, 4.144], [-1.783, 1.006, -0.888], [1.127, -0.855, 3.261], [-1.695, -0.518, 1.257], [0.291, -0.087, 0.647], [-1.468, -0.533, -0.847], [2.373, 0.328, 3.322], [-0.372, -3.929, -0.611], [2.564, 2.281, 1.452], [0.625, 1.137, 1.898], [-2.345, 1.344, -1.634], [-0.381, 2.095, -2.886], [2.329, 2.135, -1.438], [2.064, 1.444, 1.158], [1.334, 0.234, 3.318], [1.993, 2.535, -3.133], [-0.746, -0.679, -1.653], [0.101, -2.297, -1.246], [-1.664, -4.117, 1.151], [1.109, -3.115, -0.049], [-1.765, -3.091, 1.251], [-0.476, 1.654, -0.941], [0.113, -3.018, -0.391], [0.335, 1.711, -2.230], [-0.562, 2.520, -0.305], [-2.151, 1.465, 0.014]], "atomic_forces_ev_per_a": [[-1.30, 4.42, 0.64], [0.52, -1.36, 0.25], [-0.94, 1.45, -0.20], [-0.74, 0.49, -0.23], [1.09, 1.17, -0.45], [-0.58, -0.62, 1.20], [-0.39, 0.17, -0.11], [-1.65, -0.43, 1.93], [0.29, -0.74, 0.52], [1.26, -0.61, 2.46], [-0.23, 0.66, 0.48], [1.06, -1.16, -0.72], [0.49, 1.24, -2.53], [-3.00, -0.60, -0.26], [1.71, 0.41, 0.01], [0.30, -1.36, -0.95], [-1.37, -1.84, -0.55], [0.78, 0.03, 0.06], [-1.13, -0.27, -1.16], [-0.74, 0.56, -2.07], [-0.25, 0.32, 0.02], [1.83, 2.83, 0.03], [-2.38, -0.81, 0.00], [0.59, 0.04, -0.35], [-0.41, 0.09, 0.06], [0.49, -1.31, 0.10], [-0.44, -2.04, 0.16], [0.98, -0.23, 0.46], [2.03, 1.57, -0.52], [1.93, -0.78, 1.76], [-0.95, 1.50, -1.08], [0.51, -1.54, 2.64], [0.64, 0.50, -0.14], [0.01, -1.74, -1.45]]}

***

What did we get for M? Answer: 618.96 279.13 202.26 g/mol, in the order shown.